1.
21
Properties=species:S:1:pos:R:3:forces:R:3 method="wB97M-V/def2-TZVPD" homo_lumo_gap_ev=8.64 spin_multiplicity=1 homo_energy_ev=-8.574 lumo_energy_ev=0.069 relative_energy_kcal_mol=21.15
C -1.073541 -0.170598 -2.672318 1.6 -0.6 -0.2
C 0.106310 -1.307799 1.310240 -2.3 -0.4 -3.2
C 1.209416 -0.810571 0.407822 -0.7 2.0 -3.3
C 0.026293 -0.447756 2.485751 -1.6 -0.9 2.0
O -0.802706 0.624786 -1.539147 -0.2 0.7 0.0
Si 0.593819 1.195081 -0.925292 0.4 -1.3 1.8
S -1.539648 -0.769790 3.406653 -0.9 0.2 -0.3
S 0.088312 3.019710 0.263351 -0.4 -0.3 -0.5
S 2.235839 1.666369 -2.391597 -2.7 1.2 -0.4
H -1.645971 -1.045936 -2.368029 0.5 -0.4 0.2
H -0.065201 -0.419213 -3.169449 -1.8 0.1 0.3
H -1.759172 0.341383 -3.318100 0.1 0.6 -0.7
H -0.978085 -1.324260 0.725914 2.7 0.5 1.0
H 0.163554 -2.402135 1.478951 0.5 0.6 0.5
H 2.208644 -0.505395 0.778506 -0.7 -0.8 -0.1
H 1.139556 -1.355618 -0.569564 1.0 0.2 0.9
H 0.002653 0.601594 2.286751 0.6 0.6 -0.3
H 0.798067 -0.784103 3.183354 0.0 0.7 0.2
H -2.510420 -0.416612 2.451554 1.3 -0.3 0.8
H -1.199023 3.405235 -0.083331 1.0 -0.8 -0.1
H 3.001304 0.905629 -1.742020 1.7 -1.7 1.3

=====

2.
156
Properties=species:S:1:pos:R:3:forces:R:3 method="wB97M-V/def2-TZVPD" homo_lumo_gap_ev=8.25 spin_multiplicity=1 smiles="COCCNCCOC.COCCNCCOC.COCCNCCOC.COCCNCCOC.NC(N)=O.NC(N)=O.NC(N)=O.NC(N)=O.NC(N)=O.NC(N)=O.CO.CO" homo_energy_ev=-8.481 lumo_energy_ev=-0.232
C 6.429681 1.710527 0.301001 1.0 -0.1 -0.1
O 6.433554 2.911917 -0.482943 -0.3 0.3 0.6
C 7.328034 3.014539 -1.599472 -1.0 -1.6 -0.2
C 6.788494 4.006991 -2.620161 0.1 1.5 0.5
N 5.328016 3.998990 -2.864224 1.7 0.7 0.2
C 4.925182 2.788595 -3.506308 -0.9 -1.2 0.5
C 3.401196 2.690856 -3.637491 1.3 -0.2 -0.7
O 2.786855 2.802611 -2.398175 -0.2 0.4 0.7
C 1.384200 2.729025 -2.464478 -0.7 0.0 -0.2
H 6.272074 0.794703 -0.269709 -0.3 0.1 -0.5
H 5.725726 1.720803 1.132698 -0.4 0.6 -0.5
H 7.372486 1.539920 0.822890 0.5 0.3 -0.1
H 7.304366 2.030926 -2.070631 0.6 -0.3 0.0
H 8.342924 3.301460 -1.323129 0.1 -0.1 0.2
H 7.401958 4.006632 -3.521605 -0.2 -0.6 -0.3
H 7.060477 4.988730 -2.230014 -0.4 0.3 0.2
H 5.013894 3.886146 -1.909753 -0.7 0.3 0.2
H 5.282410 1.974281 -2.874153 -0.2 -0.7 -0.2
H 5.331092 2.609805 -4.502397 0.2 0.5 -0.1
H 3.220419 1.715226 -4.091465 -0.4 -0.2 -0.1
H 3.085948 3.459465 -4.344414 -0.4 0.2 0.0
H 0.956974 3.299140 -3.290468 0.2 0.2 -0.3
H 0.895755 3.132258 -1.577476 0.5 -0.1 0.3
H 1.030520 1.705255 -2.593489 0.1 -0.3 0.0
C -8.388758 -4.920325 -0.780399 -0.3 1.1 0.3
O -7.968640 -4.569999 -2.073585 0.9 -0.8 -1.0
C -6.987177 -3.568110 -2.159992 -0.2 0.9 -1.0
C -6.587572 -3.310100 -3.647115 -0.8 -1.0 -0.1
N -5.493451 -2.378641 -3.744733 0.3 -0.3 1.3
C -5.119639 -2.047840 -5.097225 0.9 0.6 0.5
C -3.859522 -1.157567 -5.096305 -0.1 0.7 -0.2
O -4.065695 0.046125 -4.353033 -0.4 0.1 -0.1
C -2.917091 0.910615 -4.351687 -0.2 -0.3 0.2
H -9.093707 -5.749931 -0.824669 -0.1 0.3 -0.3
H -8.829750 -3.985014 -0.432968 -0.6 -0.3 0.8
H -7.628702 -5.207335 -0.052732 0.6 0.0 -0.3
H -6.100153 -3.753891 -1.553197 0.2 -0.5 -0.1
H -7.361213 -2.605161 -1.807468 -0.4 0.2 0.4
H -7.359530 -2.929934 -4.318429 -1.0 0.2 0.6
H -6.422532 -4.272349 -4.133532 0.9 -0.2 0.2
H -5.818346 -1.558650 -3.250913 0.2 0.5 -0.1
H -5.927612 -1.532165 -5.617917 -0.1 0.1 -0.3
H -4.920899 -3.003522 -5.582597 0.2 0.2 -0.3
H -3.655442 -0.857791 -6.125034 0.2 -0.2 -0.3
H -2.966542 -1.629028 -4.684485 -0.1 -0.5 0.0
H -2.544763 1.184069 -5.339490 -0.2 -0.3 -0.3
H -2.118055 0.416091 -3.798537 0.2 0.1 0.1
H -3.166900 1.864050 -3.887653 -0.3 -0.3 0.1
C 6.299182 -1.520002 3.574226 -1.5 0.0 -0.4
O 5.504815 -1.107633 2.467550 0.0 0.3 -0.3
C 4.112609 -0.950026 2.740007 0.5 -0.5 -0.9
C 3.490427 -0.276308 1.529199 -1.0 0.3 -0.6
N 3.633427 -1.032509 0.222190 1.2 1.2 2.4
C 3.319046 -0.230058 -0.941413 -0.2 -0.3 -0.4
C 3.961856 -0.776769 -2.203782 -0.8 0.2 -1.2
O 5.319880 -0.478318 -2.380376 1.0 0.1 0.0
C 5.828412 -0.844563 -3.690455 0.1 -0.1 2.0
H 5.707261 -2.251172 4.126297 0.3 -0.5 0.2
H 6.411858 -0.675843 4.255294 0.7 0.1 0.0
H 7.198157 -1.956655 3.140874 0.1 0.2 0.5
H 3.959094 -0.345391 3.634567 -0.1 0.2 0.1
H 3.675930 -1.940542 2.873698 -0.1 -0.1 0.3
H 3.848397 0.753090 1.482283 0.6 0.1 -0.4
H 2.433883 -0.076345 1.708992 -0.2 -0.5 0.2
H 4.633402 -1.183861 0.224984 0.4 -0.4 -0.4
H 3.519083 0.835543 -0.822755 0.4 0.1 0.0
H 2.241527 -0.299491 -1.094459 -0.2 0.1 -0.2
H 3.426245 -0.291462 -3.021523 -0.3 0.1 -0.3
H 3.791713 -1.839312 -2.381865 -0.2 -0.3 0.5
H 5.867514 -1.931086 -3.775258 -0.6 -0.2 -0.3
H 6.886347 -0.587627 -3.638891 -0.1 0.6 -0.4
H 5.240671 -0.348571 -4.462749 0.2 -0.1 -0.2
C 0.931151 -1.438133 8.172516 0.1 -0.3 -0.7
O -0.378904 -1.954837 8.124657 -0.5 0.7 0.3
C -1.397465 -0.987150 7.845970 -0.7 -0.6 -0.5
C -1.543661 -0.564619 6.361329 1.2 -0.5 0.3
N -1.279474 -1.671909 5.435199 0.0 0.5 -0.3
C -1.676155 -1.301905 4.070050 -0.5 -0.7 -0.8
C -1.166862 -2.312485 2.997934 0.0 0.7 0.6
O -1.814589 -3.539788 3.166580 -0.3 -1.1 0.4
C -1.665019 -4.603611 2.194069 0.0 0.6 0.0
H 1.125241 -0.720584 8.970510 -0.3 0.2 0.2
H 1.174658 -1.001209 7.203082 0.1 0.3 -0.1
H 1.630937 -2.264630 8.295678 -0.2 -0.1 0.1
H -1.360260 -0.110837 8.494259 0.5 0.2 0.0
H -2.350879 -1.445362 8.110534 0.1 -0.5 0.2
H -0.795006 0.205598 6.171839 0.1 0.2 -0.3
H -2.515654 -0.103394 6.180405 -0.3 0.1 0.3
H -1.914218 -2.435898 5.622454 0.2 -0.4 0.6
H -1.347602 -0.294739 3.811737 0.4 0.0 0.0
H -2.766530 -1.289828 4.035915 -0.3 0.1 -0.3
H -0.092427 -2.322261 3.188627 0.4 -0.6 -0.2
H -1.315850 -1.934647 1.985723 -0.2 0.2 -0.1
H -0.692194 -5.093907 2.155292 0.3 0.6 0.1
H -1.927906 -4.234523 1.202247 0.2 0.1 -0.2
H -2.357574 -5.418313 2.405853 -0.3 0.4 0.5
C -3.153402 5.913217 1.023385 1.3 -0.3 -1.4
O -2.466931 5.191160 0.309273 0.1 -0.6 -0.3
N -2.834709 7.171006 1.212851 1.2 3.0 0.6
N -4.271660 5.580694 1.608347 -2.4 -1.7 1.2
H -2.082673 7.573662 0.673815 0.0 -0.1 0.4
H -3.337043 7.730982 1.885277 0.3 0.2 -0.4
H -4.716000 6.209702 2.259957 -0.2 -0.4 -0.4
H -4.733409 4.755119 1.256265 0.0 0.1 0.5
C -0.750233 1.198806 -0.047337 0.5 -1.0 0.3
O -1.361711 1.110524 -1.079443 -1.4 -0.7 -2.1
N -0.136429 0.244394 0.623722 1.2 -3.4 0.3
N -0.593191 2.277994 0.652251 -0.2 5.7 1.4
H -0.153448 -0.725417 0.344616 -0.2 0.3 -0.1
H 0.390821 0.523499 1.439487 -0.2 -0.6 0.0
H 0.120244 2.378194 1.359350 -0.2 -0.4 0.0
H -0.955486 3.163881 0.330325 -0.1 -0.2 -0.2
C 1.409600 1.712427 4.004540 -0.5 -0.5 -2.0
O 1.022096 1.339419 2.904612 -0.4 0.0 -0.6
N 1.693278 0.907334 4.970135 0.5 -3.6 2.4
N 1.600790 2.949363 4.339963 0.3 3.5 0.1
H 1.474531 -0.061483 4.787508 0.2 -0.1 0.5
H 2.157828 1.216857 5.810357 -0.2 -0.5 -0.1
H 1.582610 3.611556 3.578487 0.2 0.3 0.6
H 2.010336 3.087492 5.251482 -0.1 1.0 -0.5
C -2.274028 4.558261 -3.093282 -1.1 -1.6 -3.1
O -2.361205 4.265625 -4.276060 0.7 -0.8 -1.4
N -2.436413 5.766267 -2.709006 -0.3 6.2 1.4
N -2.217743 3.725529 -2.111086 0.7 -3.1 2.3
H -2.391432 6.494124 -3.406543 -0.1 -0.2 0.2
H -2.325915 6.017562 -1.737609 0.1 0.0 -0.2
H -2.346122 4.090684 -1.178171 0.2 -0.6 0.0
H -1.970620 2.767324 -2.311415 -0.2 0.0 0.6
C 1.580465 -3.835151 0.501625 0.9 -3.9 1.1
O 1.079921 -4.956563 0.505048 -0.4 -0.6 -0.3
N 0.956634 -2.761729 0.208514 -3.3 3.9 -1.4
N 2.822919 -3.613922 0.865687 2.5 -0.6 1.1
H 0.038178 -2.900990 -0.190228 -0.2 0.4 -0.1
H 1.407530 -1.859354 0.233347 0.0 -0.3 -0.2
H 3.368913 -4.429537 1.099692 0.1 0.4 -0.1
H 3.160295 -2.667122 0.748523 0.7 -0.3 -0.2
C -2.431384 -2.839487 -1.786484 -1.8 0.0 -1.2
O -1.365814 -3.109521 -1.349187 4.3 -0.7 2.0
N -2.936257 -1.658143 -1.931425 -0.4 4.7 0.5
N -3.255375 -3.721591 -2.266862 -1.6 -4.1 -1.0
H -2.365027 -0.876024 -1.643569 -0.3 0.4 0.0
H -3.856585 -1.506975 -2.316265 0.4 0.1 0.0
H -2.865201 -4.647650 -2.362526 -0.4 0.0 -0.1
H -4.080942 -3.421401 -2.768433 0.0 -0.2 -0.2
C 0.366996 -1.229459 -3.327892 -0.9 -0.5 1.6
O 1.013162 -2.461598 -3.144455 1.5 -0.4 -1.1
H 0.380950 -0.734432 -2.355748 -0.2 0.6 0.0
H 0.828887 -0.553599 -4.047068 0.2 -0.6 -0.3
H -0.679216 -1.452840 -3.538793 -0.2 0.6 -0.5
H 0.608772 -2.980232 -2.444089 -0.4 0.3 0.1
C -4.258858 -0.162689 0.893290 -0.1 1.2 -0.2
O -4.632608 -0.533936 2.196056 -0.2 -0.6 0.5
H -4.712139 -0.843259 0.173283 0.3 -0.1 0.2
H -4.624854 0.841441 0.674310 -0.3 0.1 -0.2
H -3.182961 -0.048138 0.757374 0.2 -0.6 0.0
H -4.573729 0.209564 2.800174 0.1 0.1 -0.2

=====

3.
58
Properties=species:S:1:pos:R:3:forces:R:3 method="wB97M-V/def2-TZVPD" homo_lumo_gap_ev=8.39 spin_multiplicity=1 homo_energy_ev=-22.408 lumo_energy_ev=-14.016 total_charge=+4 relative_energy_kcal_mol=0.00
Zr 0.043043 0.175641 -0.177606 -0.1 0.1 0.3
C -0.552122 -4.045624 3.301019 0.0 0.0 0.0
C -1.042674 -2.867710 2.608034 0.0 0.0 0.0
N -0.530027 -1.957117 1.845098 0.0 0.0 0.0
O 0.488741 -1.489557 1.204550 0.0 0.0 -0.1
B 3.320249 -2.145116 -0.028365 0.1 0.0 0.0
F 4.259763 -2.068612 0.855774 0.0 0.0 0.0
F 2.758627 -3.240531 -0.472213 0.0 0.0 0.0
O 2.851617 -0.903669 -0.529000 0.0 0.0 0.0
N 1.692171 -0.938221 -1.280310 0.0 0.2 0.1
C 1.741815 -1.136561 -2.545638 0.0 0.0 0.0
C 2.924439 -1.477462 -3.356414 0.0 0.0 0.0
C 0.358001 -0.993916 -3.151171 0.1 0.0 0.0
N -0.464443 -0.389026 -2.361072 0.0 -0.2 0.0
O -1.787015 -0.327732 -2.796781 0.0 0.1 0.0
B -2.625731 -1.272368 -2.210184 0.0 -0.1 0.0
F -2.100327 -2.021780 -1.230012 0.0 0.1 0.0
F -3.853870 -1.344755 -2.580464 0.0 0.0 0.0
O -1.827273 -0.192901 0.949669 0.1 0.0 0.0
N -1.816101 -1.264948 1.678202 0.0 0.0 -0.1
C -2.443000 -2.110359 2.431020 0.0 0.0 0.0
C -3.805696 -2.279843 2.899286 0.0 0.0 0.0
C 0.056022 -1.564679 -4.474718 0.0 0.0 0.0
H 0.512034 -4.201161 3.130209 0.0 0.0 0.0
H -1.118856 -4.924245 2.967630 0.0 0.0 0.0
H -0.748253 -3.942580 4.375877 0.0 0.0 0.0
H 3.850177 -1.337604 -2.804921 0.0 0.0 0.0
H 2.941444 -0.872317 -4.266069 0.0 0.0 0.0
H 2.859497 -2.523929 -3.679974 0.0 0.0 0.0
H -4.468002 -1.504690 2.517292 0.0 0.0 0.0
H -3.811256 -2.271441 3.997310 0.0 0.0 0.0
H -4.171498 -3.270397 2.600072 0.0 0.0 0.0
H 0.772768 -1.185509 -5.210080 0.0 0.0 0.0
H -0.951747 -1.344826 -4.812538 0.0 0.0 0.0
H 0.211981 -2.650245 -4.438792 0.0 0.0 0.0
C -0.898166 3.072281 0.807407 0.0 0.0 0.0
C -0.116241 2.419083 1.934996 0.0 0.0 0.0
N 0.982809 1.517414 1.440001 -0.1 -0.1 0.0
C 2.286947 2.187521 1.112473 0.0 0.0 0.0
C 2.225135 3.024355 -0.149985 0.0 0.0 0.0
S 1.379297 2.106587 -1.492052 0.1 0.1 -0.1
C 0.050814 3.232941 -2.056378 0.0 0.0 0.0
C -1.334677 2.771932 -1.612659 0.0 0.0 0.0
N -1.291955 2.097132 -0.275940 0.1 0.0 0.0
H -1.792781 3.541196 1.219203 0.0 0.0 0.0
H -0.325234 3.868888 0.344159 0.0 0.0 0.0
H 0.297799 3.189714 2.588901 0.0 0.0 0.0
H -0.780085 1.805194 2.545165 0.0 0.0 0.0
H 1.206648 0.902879 2.225284 0.0 0.0 0.0
H 2.596610 2.814044 1.952278 0.0 0.0 0.0
H 3.027637 1.393873 1.005682 0.0 0.0 0.0
H 1.710759 3.972794 -0.014430 0.0 0.0 0.0
H 3.233833 3.247285 -0.497037 0.0 0.0 0.0
H 0.317957 4.226194 -1.697749 0.0 0.0 0.0
H 0.108301 3.270729 -3.143484 0.0 0.0 0.0
H -2.007088 3.632399 -1.571217 0.0 0.0 0.0
H -1.757549 2.067599 -2.326774 0.0 0.0 0.0
H -2.251773 1.813147 -0.074803 0.0 0.0 0.0